(1)
Below is 2 unconnected molecules or ions with the total composition C4H9S, with properties calculated with ωB97M-V/def2-TZVPD.

Summary:
Energy relative to the best compared isomer or geometry (same formula, charge and spin), eV: 1.147
2S+1: 2
HOMO level (spin up / spin down), eV: -8.85 / -8.77
Net charge: 0

The geometry in XYZ format:
```
14
Properties=species:S:1:pos:R:3:mulliken_spin:R:1
C 2.86 -0.06 -0.97 -0.05
S 1.02 -0.03 -1.07 0.99
H 3.07 -1.06 -0.61 0.05
H 3.12 0.61 -0.18 0.00
H 3.24 -0.13 -1.99 0.02
C -1.94 0.85 0.17 -0.01
C -2.16 -0.19 1.16 0.00
C -1.25 -0.64 1.99 0.00
H -2.28 1.78 0.57 0.00
H -2.57 0.61 -0.72 0.00
H -0.89 0.89 -0.14 -0.01
H -3.28 -0.49 1.36 0.00
H -1.26 -1.59 2.54 0.00
H -0.51 0.10 2.16 0.00
```

=====

(2)
Below is 2 unconnected molecules or ions with the total composition C4H5Br4NO2, with properties calculated with ωB97M-V/def2-TZVPD.

Summary:
Energy relative to the best compared isomer or geometry (same formula, charge and spin), eV: 2.069
2S+1: 1
HOMO level, eV: -9.21
Net charge: 0
Structure (SMILES): [O-][N+](O)=C(Br)Br.C=C(Br)CBr

The geometry in XYZ format:
```
16
Properties=species:S:1:pos:R:3:lowdin_charge:R:1
O 0.90 -2.31 1.23 -0.07
N 1.35 -1.24 1.65 -0.52
O 0.51 -0.42 2.25 -0.06
C 2.43 -0.74 1.23 -1.25
Br 2.94 0.84 1.99 0.86
Br 3.44 -1.84 0.17 0.86
H 0.08 0.37 1.61 0.11
C 0.00 0.92 0.15 -0.12
C 0.77 0.16 -0.64 -0.73
Br 2.33 1.15 -1.52 0.64
C 0.36 -0.99 -1.34 -0.63
Br -1.23 -0.64 -2.50 0.65
H -1.03 0.75 0.15 0.08
H 0.27 1.91 0.33 0.07
H 1.12 -1.59 -1.90 0.08
H 0.03 -1.66 -0.62 0.03
```

=====

(3)
Below is a molecular structure, C6CaF18N3O12S6, with properties calculated with ωB97M-V/def2-TZVPD.

Summary:
Energy relative to the best compared isomer or geometry (same formula, charge and spin), eV: 3.301
2S+1: 1
HOMO level, eV: -8.41
Net charge: -1

The geometry in XYZ format:
```
46
Properties=species:S:1:pos:R:3:lowdin_charge:R:1
Ca 0.03 0.15 0.19 1.39
C 1.27 1.64 3.87 -0.62
F 2.12 0.75 4.29 0.18
F 0.07 1.08 4.01 0.14
F 1.28 2.79 4.58 0.14
S 1.63 2.07 1.97 0.75
O 0.35 2.36 1.30 -0.39
O 2.68 3.10 2.00 -0.25
N 1.95 0.54 1.24 -0.47
S 3.46 0.54 1.04 0.53
O 3.89 1.19 -0.19 -0.28
O 4.27 0.81 2.19 -0.27
C 3.73 -1.34 0.72 -0.58
F 5.05 -1.50 0.57 0.14
F 3.11 -1.99 1.76 0.09
F 3.13 -1.85 -0.38 0.10
C 2.27 0.72 -3.90 -0.61
F 2.27 1.28 -5.17 0.11
F 2.47 -0.57 -4.02 0.14
F 3.25 1.22 -3.18 0.16
S 0.59 0.98 -2.94 0.64
O 0.84 2.02 -1.99 -0.30
O -0.42 1.32 -3.92 -0.26
N 0.32 -0.34 -1.94 -0.46
S -0.46 -1.26 -2.93 0.60
O -1.90 -1.08 -2.81 -0.28
O 0.08 -1.44 -4.29 -0.29
C -0.01 -2.96 -2.04 -0.58
F -0.17 -2.81 -0.70 0.07
F -0.86 -3.91 -2.36 0.15
F 1.29 -3.33 -2.28 0.10
C -3.51 2.23 1.36 -0.63
F -4.34 3.17 1.05 0.20
F -2.52 2.71 2.07 0.16
F -4.06 1.25 2.17 0.07
S -2.86 1.29 -0.25 0.72
O -3.95 1.08 -1.21 -0.26
O -1.78 2.16 -0.70 -0.32
N -2.10 -0.13 0.49 -0.47
S -3.30 -1.24 0.48 0.63
O -4.62 -0.70 0.70 -0.30
O -3.15 -2.25 -0.58 -0.29
C -2.92 -2.23 2.13 -0.61
F -2.73 -1.43 3.19 0.12
F -3.93 -3.09 2.44 0.12
F -1.82 -2.95 1.97 0.12
```

=====

(4)
Below is a molecular structure, C18H28N3S, with properties calculated with ωB97M-V/def2-TZVPD.

Summary:
2S+1: 1
HOMO level, eV: -10.86
Net charge: +1

The geometry in XYZ format:
```
50
Properties=species:S:1:pos:R:3:lowdin_charge:R:1
C -2.37 2.12 -0.05 -0.01
C -2.73 2.78 -1.15 -0.15
C -3.63 2.27 -2.26 -0.14
C -3.72 0.77 -2.28 -0.18
C -4.41 0.04 -1.36 -0.04
C -4.44 -1.39 -1.37 -0.06
C -3.77 -2.09 -2.32 -0.03
C -3.06 -1.35 -3.30 -0.36
N -2.35 -1.89 -4.31 -0.24
S -1.76 -0.67 -5.15 1.01
N -2.31 0.59 -4.31 -0.22
C -3.02 0.06 -3.31 -0.33
H -2.40 1.04 0.04 0.04
H -2.06 2.66 0.84 0.05
H -2.32 3.77 -1.29 0.10
H -4.60 2.75 -2.23 0.13
H -3.16 2.58 -3.19 0.10
H -4.93 0.58 -0.58 0.12
H -4.99 -1.88 -0.58 0.11
H -3.74 -3.17 -2.34 0.11
C -0.33 -1.96 -0.04 -0.09
C 0.47 -2.04 1.26 -0.25
C 0.55 -0.69 1.99 -0.18
C 1.33 0.42 1.32 -0.10
N 2.81 0.17 1.05 -0.24
C 3.58 1.44 1.33 -0.10
C 3.84 1.40 2.82 -0.14
C 4.18 -0.06 3.08 -0.12
C 3.50 -0.85 1.95 -0.08
C 3.00 -0.20 -0.39 0.02
H 0.09 -1.23 -0.73 0.06
H -0.31 -2.93 -0.54 0.08
H -1.37 -1.70 0.15 0.07
H 1.45 -2.45 1.05 0.09
H -0.02 -2.75 1.93 0.12
H 0.93 -0.84 3.01 0.12
H -0.47 -0.32 2.12 0.13
H 1.28 1.31 1.94 0.13
H 0.88 0.68 0.36 0.13
H 4.52 1.39 0.77 0.14
H 3.00 2.30 1.00 0.14
H 2.95 1.69 3.37 0.12
H 4.65 2.07 3.12 0.13
H 3.84 -0.39 4.06 0.12
H 5.26 -0.24 3.04 0.12
H 2.78 -1.57 2.33 0.11
H 4.22 -1.38 1.34 0.13
H 2.61 0.62 -1.00 0.12
H 2.46 -1.12 -0.59 0.10
H 4.06 -0.34 -0.59 0.11
```

=====

(5)
Below is a molecular structure, C6H9N6O, with properties calculated with ωB97M-V/def2-TZVPD.

Summary:
Energy relative to the best compared isomer or geometry (same formula, charge and spin), eV: 2.716
2S+1: 1
HOMO level, eV: -12.52
Net charge: +1

The geometry in XYZ format:
```
22
Properties=species:S:1:pos:R:3:lowdin_charge:R:1
C 1.49 1.16 -3.00 -0.18
C 1.03 0.54 -0.97 -0.18
C -0.18 0.76 -1.64 -0.26
C 1.23 0.04 0.21 -0.05
C -1.52 0.43 0.21 -0.36
C -0.42 -2.09 2.29 -0.05
N 2.07 0.88 -1.93 0.13
N -1.37 0.80 -1.10 0.18
N 0.13 1.08 -2.95 0.15
N -0.60 -0.39 0.81 0.07
N -2.70 0.68 0.75 0.23
N 2.14 -0.30 1.03 0.19
O -0.81 -0.75 2.12 -0.16
H 1.98 1.42 -3.90 0.13
H -0.28 -2.13 3.42 0.12
H 0.44 -2.23 1.66 0.07
H -1.36 -2.70 2.04 0.12
H -0.43 1.62 -3.70 0.22
H -3.28 1.34 0.34 0.11
H -2.76 0.52 1.74 0.13
H 3.06 -0.10 0.51 0.19
H 2.11 -0.56 2.06 0.18
```

=====

(6)
Below is a molecular structure, C20H29Br42O2P, with properties calculated with ωB97M-V/def2-TZVPD.

Summary:
2S+1: 1
HOMO level, eV: -7.80
Net charge: 0

The geometry in XYZ format:
```
94
Properties=species:S:1:pos:R:3:lowdin_charge:R:1
C 6.55 2.56 -1.37 0.01
C 5.85 3.55 -0.47 -0.53
O 5.52 3.23 0.64 0.11
O 5.66 4.84 -0.87 -0.09
C 5.06 5.02 -2.16 -0.20
C 3.66 5.68 -2.08 -0.20
C 2.87 5.41 -0.80 -0.29
C 2.33 3.96 -0.57 -0.38
P 2.20 2.81 -2.07 0.69
H 7.09 1.84 -0.77 0.09
H 5.80 2.01 -1.94 0.07
H 7.17 3.06 -2.11 0.09
H 5.70 5.71 -2.71 0.07
H 5.01 4.12 -2.77 0.10
H 3.84 6.76 -2.12 0.09
H 3.12 5.45 -2.99 0.09
H 3.55 5.63 0.03 -0.03
H 2.04 6.10 -0.70 0.09
H 1.33 4.03 -0.13 0.06
H 2.97 3.48 0.18 0.06
H 1.32 1.94 -1.35 -0.11
H 1.58 3.81 -2.88 -0.01
H 3.60 2.50 -1.99 -0.03
H 2.13 1.90 -3.22 -0.18
C 0.34 -1.13 -2.38 -1.60
Br 1.51 -0.48 -3.76 0.63
Br 0.72 -0.35 -0.66 0.61
Br -1.52 -0.92 -2.86 0.60
H 0.51 -2.19 -2.24 -0.18
C 3.85 8.91 1.36 -1.59
Br 4.85 7.35 0.82 0.70
Br 5.01 10.37 1.86 0.58
Br 2.59 9.44 0.00 0.59
H 3.28 8.64 2.24 -0.03
C 1.33 -4.13 0.66 -1.59
Br -0.22 -3.28 1.41 0.53
Br 1.16 -4.32 -1.25 0.60
Br 2.95 -3.20 1.15 0.60
H 1.40 -5.12 1.08 -0.07
C -1.38 -4.72 -5.62 -1.61
Br -1.50 -6.55 -6.20 0.54
Br -0.17 -4.53 -4.13 0.55
Br -0.93 -3.53 -7.06 0.59
H -2.36 -4.43 -5.26 -0.03
C -2.88 0.55 0.63 -1.61
Br -4.51 -0.46 0.48 0.56
Br -3.17 2.43 0.34 0.60
Br -1.99 0.22 2.30 0.51
H -2.22 0.21 -0.16 -0.11
C -7.16 2.80 1.65 -1.64
Br -7.78 4.61 1.82 0.57
Br -7.04 1.92 3.36 0.54
Br -8.24 1.79 0.41 0.56
H -6.16 2.84 1.24 -0.08
C -9.56 2.13 7.21 -1.64
Br -9.69 0.44 6.28 0.56
Br -8.35 2.02 8.71 0.57
Br -9.08 3.55 6.01 0.55
H -10.54 2.35 7.60 -0.03
C 0.59 1.63 5.67 -1.63
Br 0.96 1.95 3.81 0.56
Br -0.88 0.40 5.91 0.54
Br 2.16 1.05 6.62 0.58
H 0.28 2.57 6.10 -0.03
C -2.23 -10.71 -6.75 -1.66
Br -2.32 -12.53 -7.36 0.58
Br -0.99 -10.50 -5.29 0.57
Br -1.83 -9.50 -8.19 0.54
H -3.21 -10.45 -6.37 -0.13
C -3.69 -5.90 1.61 -1.61
Br -3.65 -5.88 3.54 0.57
Br -4.31 -4.22 0.91 0.55
Br -1.98 -6.38 0.89 0.56
H -4.40 -6.66 1.30 -0.03
C -3.76 -3.00 6.25 -1.63
Br -4.22 -1.48 7.34 0.58
Br -2.86 -2.47 4.64 0.50
Br -2.73 -4.30 7.23 0.57
H -4.68 -3.48 5.96 -0.03
C 2.74 -5.50 4.58 -1.65
Br 4.52 -5.30 5.29 0.58
Br 2.65 -6.92 3.28 0.57
Br 1.44 -5.73 5.98 0.57
H 2.50 -4.58 4.07 -0.06
C 8.26 8.55 -3.05 -1.63
Br 7.52 10.17 -3.80 0.58
Br 7.26 7.97 -1.51 0.59
Br 8.40 7.16 -4.37 0.57
H 9.26 8.78 -2.72 -0.03
C -6.07 -8.64 -4.71 -1.62
Br -5.58 -7.53 -3.21 0.58
Br -4.83 -8.43 -6.17 0.60
Br -6.27 -10.49 -4.21 0.59
H -7.03 -8.29 -5.06 -0.03
```

=====

(7)
Below is a molecular structure, C4H4O3Sn, with properties calculated with ωB97M-V/def2-TZVPD.

Summary:
Energy relative to the best compared isomer or geometry (same formula, charge and spin), eV: 0.000
2S+1: 2
HOMO level (spin up / spin down), eV: -13.74 / -14.28
Net charge: +1

The geometry in XYZ format:
```
12
Properties=species:S:1:pos:R:3:mulliken_spin:R:1
O -0.76 -0.02 0.55 0.02
C -0.18 -0.75 1.64 -0.01
O -1.10 -1.58 1.96 0.00
O 1.01 -0.74 1.83 0.00
Sn -2.51 -0.53 1.15 0.01
C 0.07 0.36 -0.58 0.10
C 0.45 1.68 -0.59 0.02
C 0.44 -0.68 -1.42 0.78
H 1.39 1.96 -1.06 0.00
H -0.03 2.39 0.08 0.01
H -0.18 -0.93 -2.28 0.02
H 1.40 -1.17 -1.29 0.03
```

=====

(8)
Below is a molecular structure, C3H3FO2Sr, with properties calculated with ωB97M-V/def2-TZVPD.

Summary:
Energy relative to the best compared isomer or geometry (same formula, charge and spin), eV: 0.677
2S+1: 2
HOMO level (spin up / spin down), eV: -9.76 / -14.22
Net charge: +1

The geometry in XYZ format:
```
10
Properties=species:S:1:pos:R:3:mulliken_spin:R:1
H 0.37 -1.68 -0.04 -0.01
F -1.46 1.66 0.04 0.00
O -0.70 -0.11 1.27 0.00
O 1.05 0.40 -0.01 -0.07
C -1.26 0.33 0.02 0.00
C -0.05 -0.17 -0.77 0.01
C 0.43 -0.63 0.69 0.01
H -2.20 -0.20 -0.19 0.00
H 0.17 -0.17 -1.83 0.00
Sr 3.66 0.57 0.81 1.06
```

=====

(9)
Below is a molecular structure, C37H49BClIrN8S4, with properties calculated with ωB97M-V/def2-TZVPD.

Summary:
Energy relative to the best compared isomer or geometry (same formula, charge and spin), eV: 1.360
2S+1: 2
HOMO level (spin up / spin down), eV: -9.07 / -9.06
Net charge: +1

The geometry in XYZ format:
```
101
Properties=species:S:1:pos:R:3:mulliken_spin:R:1
Ir -0.59 -0.62 0.99 0.56
C -1.96 -1.47 -3.13 0.04
C -2.19 0.00 -3.47 -0.02
C -1.96 0.18 -4.97 0.00
C -3.61 0.41 -3.10 0.00
N -1.24 0.93 -2.76 0.00
C -1.23 2.27 -3.10 0.00
C -0.16 2.83 -2.50 0.00
N 0.49 1.85 -1.80 0.00
B 1.98 2.05 -1.33 -0.02
N 2.14 2.31 0.19 0.00
C 3.32 2.90 0.58 0.00
C 3.20 3.29 1.86 0.00
N 1.93 2.93 2.28 0.00
C 1.29 2.35 1.23 0.00
S -0.40 1.88 1.21 0.01
C 1.39 3.30 3.63 0.00
C 1.05 2.03 4.41 0.00
C 2.46 4.06 4.41 0.00
C 0.18 4.21 3.45 0.00
N 2.78 0.88 -1.95 0.01
C 2.65 0.70 -3.32 0.01
C 3.32 -0.41 -3.67 0.00
N 3.90 -0.92 -2.52 0.01
C 3.59 -0.11 -1.46 0.01
S 4.10 -0.31 0.14 0.01
C 4.66 -2.21 -2.47 0.00
C 4.72 -2.81 -3.87 0.00
C 6.10 -1.95 -2.00 0.00
C 3.92 -3.18 -1.55 0.00
C -0.19 0.71 -1.94 0.07
S 0.26 -0.76 -1.08 0.25
H -2.65 -2.05 -3.74 0.00
H -2.15 -1.69 -2.09 -0.02
H -0.95 -1.78 -3.38 0.00
H -2.60 -0.52 -5.51 0.00
H -0.92 -0.04 -5.23 0.00
H -2.21 1.18 -5.32 0.00
H -4.32 -0.23 -3.61 0.00
H -3.82 1.44 -3.39 0.00
H -3.78 0.32 -2.02 0.00
H -1.97 2.70 -3.74 0.00
H 0.21 3.84 -2.54 0.00
H 2.32 3.07 -1.87 0.00
H 4.16 2.97 -0.09 0.00
H 3.92 3.76 2.50 0.00
H 1.94 1.41 4.55 0.00
H 0.29 1.46 3.91 0.00
H 0.68 2.31 5.40 0.00
H 3.35 3.47 4.57 0.00
H 2.04 4.30 5.39 0.00
H 2.72 5.00 3.93 0.00
H -0.64 3.71 2.94 0.00
H 0.45 5.10 2.88 0.00
H -0.18 4.53 4.43 0.00
H 2.10 1.39 -3.94 0.00
H 3.45 -0.85 -4.64 0.00
H 5.24 -2.16 -4.57 0.00
H 3.72 -3.03 -4.26 0.00
H 5.27 -3.75 -3.81 0.00
H 6.58 -1.21 -2.64 0.00
H 6.66 -2.89 -2.07 0.00
H 6.13 -1.60 -0.97 0.00
H 2.91 -3.36 -1.93 0.00
H 3.85 -2.79 -0.54 0.00
H 4.46 -4.13 -1.53 0.00
S -1.38 -4.88 2.15 0.00
C -0.62 -4.94 0.63 0.00
C -0.33 -3.70 0.13 0.01
C -0.72 -2.65 1.00 0.02
C -1.32 -3.16 2.13 -0.03
C -1.75 -2.25 3.16 0.00
C -2.33 -2.60 4.38 0.00
C -2.73 -1.61 5.24 0.00
C -2.58 -0.28 4.88 0.00
C -1.99 0.01 3.67 0.00
N -1.55 -0.95 2.84 -0.02
H -0.42 -5.89 0.17 0.00
H 0.17 -3.56 -0.82 0.00
H -2.45 -3.65 4.63 0.00
H -3.18 -1.87 6.19 0.00
H -2.90 0.53 5.52 0.00
H -1.84 1.02 3.33 0.00
C -7.01 -0.14 -0.01 0.00
C -5.52 -0.22 0.10 0.00
C -4.74 0.92 0.29 0.00
C -3.37 0.80 0.42 -0.02
N -2.73 -0.37 0.35 0.06
C -3.48 -1.47 0.16 -0.01
C -4.85 -1.43 0.03 0.00
H -7.35 0.88 -0.16 0.00
H -7.48 -0.53 0.90 0.00
H -7.37 -0.75 -0.84 0.00
H -5.19 1.90 0.35 0.00
H -2.76 1.68 0.56 0.00
H -2.94 -2.41 0.13 0.01
H -5.39 -2.36 -0.12 0.00
Cl 1.69 -2.21 2.83 0.00
C 1.17 -0.69 2.05 0.02
H 1.99 -0.40 1.39 0.03
H 1.08 0.03 2.86 -0.01
```

=====

(10)
Below is 2 unconnected molecules or ions with the total composition C4H12N2, with properties calculated with ωB97M-V/def2-TZVPD.

Summary:
Energy relative to the best compared isomer or geometry (same formula, charge and spin), eV: 1.507
2S+1: 1
HOMO level, eV: -8.94
Net charge: 0
Structure (SMILES): C=NC.CCN

The geometry in XYZ format:
```
18
Properties=species:S:1:pos:R:3:lowdin_charge:R:1
C 2.39 -0.69 -0.62 -0.10
N 1.44 -1.41 -0.21 -0.08
C 1.21 -1.35 1.25 -0.15
H 2.75 -0.83 -1.63 0.06
H 2.81 0.12 -0.01 0.08
H 0.28 -1.86 1.47 0.06
H 1.03 -0.32 1.60 0.06
H 2.03 -1.83 1.75 0.07
C -2.10 1.06 0.53 -0.11
C -0.91 1.10 -0.43 -0.36
N -1.15 0.27 -1.59 -0.01
H -2.14 0.07 1.00 0.06
H -2.06 1.83 1.29 0.06
H -3.05 1.15 -0.01 0.07
H -0.86 2.14 -0.75 0.10
H 0.00 0.81 0.10 0.06
H -1.12 -0.71 -1.36 0.06
H -0.54 0.44 -2.38 0.06
```

=====

(11)
Below is a molecular structure, C7H14F6IrN5O4PS2Se, with properties calculated with ωB97M-V/def2-TZVPD.

Summary:
Energy relative to the best compared isomer or geometry (same formula, charge and spin), eV: 0.300
2S+1: 5
HOMO level (spin up / spin down), eV: -11.40 / -13.15
Net charge: +1

The geometry in XYZ format:
```
41
Properties=species:S:1:pos:R:3:mulliken_spin:R:1
Ir -0.14 0.21 0.20 2.07
F 0.98 -4.63 2.24 0.00
C 1.85 -3.64 2.36 0.01
F 3.03 -4.13 2.71 0.00
F 1.40 -2.83 3.34 0.00
S 1.92 -2.57 0.82 0.01
O 0.59 -1.98 0.80 0.03
O 2.25 -3.39 -0.28 0.00
N 2.99 -1.50 1.26 0.00
S 2.62 -0.02 0.95 0.03
O 1.68 0.56 1.88 0.04
O 2.27 0.23 -0.43 0.05
C 4.23 0.86 1.32 0.00
F 5.19 0.50 0.50 0.00
F 4.58 0.60 2.57 0.00
F 4.05 2.18 1.22 0.00
N -1.01 1.06 3.06 0.04
N -0.86 -0.20 2.45 0.14
H -0.10 1.52 3.10 0.00
H -1.44 1.03 3.98 0.00
H -1.71 -0.75 2.58 -0.01
H -0.05 -0.74 2.75 0.00
C -2.84 -1.71 -1.38 0.02
P -1.17 -1.04 -1.71 0.20
C -0.20 -2.49 -2.22 0.01
C -1.34 -0.14 -3.29 0.00
H -3.17 -2.32 -2.22 0.00
H -3.55 -0.90 -1.24 -0.01
H -2.82 -2.33 -0.48 -0.01
H -0.64 -2.93 -3.12 0.00
H -0.16 -3.24 -1.43 0.00
H 0.83 -2.19 -2.44 0.00
H -1.75 -0.81 -4.04 0.00
H -0.36 0.20 -3.62 0.00
H -2.00 0.73 -3.19 0.00
N 0.77 2.74 -1.39 0.01
C 0.24 2.11 -0.59 0.24
H 1.26 3.27 -2.09 0.00
Se -2.75 1.46 0.68 0.99
C -3.19 1.86 -1.02 -0.10
N -3.48 2.09 -2.11 0.21
```

=====

(12)
Below is C4H6BrClN2O3 in the gas phase, with properties calculated with ωB97M-V/def2-TZVPD.

Summary:
Energy relative to the best compared isomer or geometry (same formula, charge and spin), eV: 0.114
2S+1: 1
HOMO level, eV: -9.48
Net charge: 0
Structure (SMILES): N[C@H](CC(=O)N(Cl)Br)C(=O)O

The geometry in XYZ format:
```
17
Properties=species:S:1:pos:R:3:lowdin_charge:R:1
N -1.75 0.69 1.15 0.05
C -0.57 0.00 0.82 -0.29
C 0.59 0.91 0.33 -0.06
C 1.82 0.11 -0.15 -0.64
O 2.70 -0.22 0.60 0.03
N 1.88 -0.20 -1.49 -0.86
Cl 0.59 -0.05 -2.65 0.70
Br 3.38 -1.23 -1.91 0.78
C -0.82 -1.15 -0.26 -0.55
O -0.10 -2.08 -0.56 0.06
O -2.04 -1.02 -0.77 0.06
H -1.99 1.50 0.65 0.08
H -2.21 0.56 2.04 0.12
H -0.09 -0.56 1.74 0.20
H 0.85 1.42 1.16 0.08
H 0.21 1.56 -0.51 0.12
H -2.42 -0.23 -0.19 0.12
```

=====

> Which value of net charge does entry 12 give?

0

=====

> Which of these has the lowest net charge?

C6CaF18N3O12S6